(1)
The following is a quantum chemistry calculation of an isolated molecule of C4H12FN2P in a non-equilibrium geometry, from OMol25.

CARTESIAN COORDINATES (ANGSTROEM)
C  -3.095  -0.942  0.269
C  -2.015  -0.001  -0.352
C  -0.718  0.011  0.425
C  0.346  0.947  -0.189
N  4.053  0.060  0.572
N  1.672  0.812  0.355
F  2.159  -1.529  -0.709
P  2.817  -0.046  -0.374
H  -3.123  -0.696  1.260
H  -4.143  -0.940  -0.110
H  -2.751  -2.018  0.365
H  -1.776  -0.353  -1.300
H  -2.248  1.108  -0.303
H  -0.893  0.355  1.504
H  -0.206  -0.923  0.510
H  -0.125  1.866  -0.065
H  0.246  0.717  -1.198
H  4.972  -0.169  0.302
H  1.972  1.547  0.923
H  2.857  0.194  -1.887

## Properties
⟨S²⟩ = 2.006
Total energy = -710.10904 Ha
E_HOMO (spin up / spin down) = -3.300 / -10.536 eV
HOMO-LUMO gap (spin up / spin down) = 4.22 / 7.20 eV
2S+1 = 3
Strongest force on any atom = 7.9 eV/A

Atom charges from the natural (NBO) analysis, given in e for atoms 1 to 5: atom 1 (C): -0.61, atom 2 (C): -0.40, atom 3 (C): -0.38, atom 4 (C): -0.24, atom 5 (N): -0.88



(2)
The following is a quantum chemistry calculation of a structure of composition C43H33O4P2RuS, from OMol25.

CARTESIAN COORDINATES (ANGSTROEM)
Ru  -0.059  0.448  -0.880
O  0.292  -1.998  -3.003
S  0.788  -1.424  -1.753
C  0.707  -2.652  -0.440
C  1.363  -3.865  -0.601
C  1.304  -4.794  0.425
C  0.592  -4.513  1.587
C  -0.095  -3.317  1.721
C  -0.036  -2.368  0.703
P  -1.060  -0.888  0.569
C  -1.178  0.133  2.048
C  -1.463  -0.346  3.331
C  -1.469  0.510  4.417
C  -1.217  1.865  4.234
C  -0.979  2.374  2.966
C  -0.964  1.499  1.896
C  -2.716  -1.575  0.327
C  -2.882  -2.737  -0.434
C  -4.145  -3.276  -0.613
C  -5.252  -2.667  -0.030
C  -5.095  -1.510  0.721
C  -3.830  -0.960  0.896
C  2.557  -1.259  -1.846
C  3.295  -2.024  -2.731
C  4.681  -1.945  -2.657
C  5.295  -1.130  -1.713
C  4.538  -0.343  -0.853
C  3.152  -0.397  -0.933
P  2.039  0.716  -0.067
C  2.655  1.145  1.546
C  3.599  2.166  1.699
C  4.131  2.422  2.952
C  3.733  1.659  4.044
C  2.807  0.634  3.889
C  2.265  0.373  2.642
C  1.832  2.161  -1.138
C  1.686  1.916  -2.512
C  1.282  2.946  -3.371
C  1.029  4.207  -2.869
C  1.189  4.464  -1.502
C  1.576  3.456  -0.642
H  1.912  -4.083  -1.508
H  1.814  -5.742  0.320
H  0.556  -5.243  2.384
H  -0.686  -3.142  2.610
H  -1.687  -1.394  3.480
H  -1.679  0.126  5.406
H  -1.225  2.538  5.082
H  -0.815  3.435  2.820
H  -0.280  2.834  0.640
H  -2.027  -3.235  -0.877
H  -4.266  -4.187  -1.185
H  -6.233  -3.111  -0.143
H  -5.951  -1.053  1.201
H  -3.717  -0.074  1.510
H  2.801  -2.659  -3.456
H  5.286  -2.532  -3.335
H  6.375  -1.091  -1.660
H  5.026  0.313  -0.142
H  3.927  2.752  0.848
H  4.863  3.208  3.076
H  4.157  1.858  5.019
H  2.515  0.034  4.741
H  1.555  -0.437  2.521
H  2.001  0.971  -2.940
H  1.212  2.758  -4.435
H  0.748  5.011  -3.537
H  1.037  5.466  -1.123
H  1.741  3.676  0.408
O  -5.318  1.002  -1.330
C  -4.127  0.748  -1.827
C  -3.779  -0.417  -2.533
C  -2.518  -0.544  -3.039
C  -1.535  0.487  -2.915
C  -1.831  1.634  -2.213
C  -3.141  1.741  -1.634
C  -3.511  2.869  -0.939
O  -3.813  3.789  -0.368
O  -0.761  1.993  0.590
H  -5.949  0.277  -1.462
H  -4.519  -1.196  -2.669
H  -2.247  -1.435  -3.591
H  -0.660  0.431  -3.548
H  -1.200  2.513  -2.272

## Properties
Total energy = -3134.26766 Ha
E_HOMO = -16.854 eV
Energy relative to the best compared isomer or geometry (same formula, charge and spin) = 0.0 kJ/mol
HOMO-LUMO gap = 7.41 eV
Net charge = +3
Strongest force on any atom = 0.5 eV/A

Atom charges from the Löwdin analysis, given in e for atoms 1 to 5: atom 1 (Ru): 0.60, atom 2 (O): -0.39, atom 3 (S): 0.82, atom 4 (C): -0.35, atom 5 (C): -0.02



(3)
The following is a quantum chemistry calculation of an isolated molecule of C5H7NO, from OMol25.

CARTESIAN COORDINATES (ANGSTROEM)
C  0.817  -0.226  1.685
N  -0.016  -0.117  0.507
C  -1.241  0.518  0.426
C  -1.547  0.684  -0.896
C  -0.429  0.233  -1.662
C  0.442  -0.328  -0.761
O  1.599  -1.040  -0.865
H  1.865  -0.109  1.410
H  0.703  -1.175  2.209
H  0.551  0.589  2.355
H  -1.713  0.912  1.315
H  -2.453  1.092  -1.321
H  -0.206  0.468  -2.689
H  1.628  -1.501  -1.712

## Properties
Total energy = -324.69189 Ha
E_HOMO = -7.704 eV
Energy relative to the best compared isomer or geometry (same formula, charge and spin) = 85.5 kJ/mol
HOMO-LUMO gap = 8.49 eV
SMILES string = Cn1cccc1O
Strongest force on any atom = 0.6 eV/A

Atom charges from the natural (NBO) analysis, given in e for atoms 1 to 5: atom 1 (C): -0.40, atom 2 (N): -0.36, atom 3 (C): -0.09, atom 4 (C): -0.28, atom 5 (C): -0.40